10
Properties=species:S:1:pos:R:3:forces:R:3 method="wB97M-V/def2-TZVPD" total_charge=+2 multiplicity=2 de_lowest_kcal_mol=24.5 lumo_energy_ha="-0.35367 / -0.67939" homo_lumo_gap_ev="14.213 / 4.568" e_homo_ev="-23.84 / -23.06"
O 0.268939 2.102195 0.520522 -3.897 -4.204 -2.919
H 0.713892 2.763471 0.917318 3.561 4.987 3.068
H -0.703022 2.350530 0.459193 0.020 0.260 0.109
H 0.417176 0.501352 -0.014501 -0.334 0.427 -0.078
C -0.487078 -1.480294 -0.359841 -1.712 -0.004 0.902
O 0.578347 -0.432312 -0.139458 0.312 -1.533 0.351
H -0.418562 -1.691832 -1.387728 0.411 -0.497 -1.709
H -1.509531 -1.033746 -0.240812 1.167 0.073 0.335
H -0.383227 -2.418014 0.229577 0.654 0.955 0.032
H 1.523065 -0.661349 0.015731 -0.182 -0.465 -0.090


13
Properties=species:S:1:pos:R:3:forces:R:3 method="wB97M-V/def2-TZVPD" total_charge=-1 de_lowest_kcal_mol=4.8 lumo_energy_ha=0.14925 homo_lumo_gap_ev=9.635 e_homo_ev=-5.57
O -0.867497 -0.124519 -1.466797 0.156 0.185 0.612
C 0.237805 0.336852 -1.159965 1.755 0.350 -0.775
O 0.820282 0.588418 -0.058689 -1.338 -0.298 -0.074
H 0.959630 0.569362 -2.013262 -0.623 -0.117 -0.022
H 2.605786 0.148757 0.724264 0.118 -0.220 0.301
H 3.121347 0.385211 -0.558605 0.161 0.161 -0.804
O 3.455861 0.046508 0.266755 -0.028 -0.005 0.501
H 0.005650 -0.220906 1.143105 -0.430 -0.224 0.484
H -0.550585 -1.627579 1.406329 -0.085 -0.180 -0.085
O -0.489975 -0.770940 1.830319 0.307 0.398 -0.215
H -2.796850 -0.032037 0.951569 0.115 -0.009 0.070
H -2.336152 0.081987 -0.486064 -0.344 -0.023 0.195
O -3.148802 0.150380 0.074707 0.237 -0.016 -0.187